The following is a quantum chemistry calculation of C11H19Cl21InNO3PS as an isolated structure at a distorted geometry, from the Open Molecules 2025 dataset.

Structure (ORCA input):
```
! wB97M-V def2-TZVPD RIJCOSX def2/J DEFGRID3
* xyz -1 1
C -2.9950 -5.0061 2.4830
S -1.2610 -5.0687 1.9976
O -1.2029 -6.1168 0.9728
O -0.5126 -5.3705 3.2196
In -0.4392 -2.8172 1.1463
C -2.0715 -1.3367 0.9823
C -1.9339 -0.3612 2.1339
C -2.6687 -0.6807 3.3662
O -3.0963 0.3758 2.5002
P 1.4012 -1.8499 2.6115
N 1.1434 -1.9329 4.1884
H -3.0511 -4.8314 3.5497
H -3.5008 -4.2276 1.9173
H -3.3997 -5.9691 2.1980
H 0.2191 -3.1001 -0.4688
H -3.0677 -1.7640 1.0741
H -1.9556 -0.7851 0.0550
H -0.9734 0.1220 2.2502
H -2.3090 -0.3285 4.3186
H -3.2233 -1.6044 3.2634
H 2.6250 -2.4465 2.2634
H 1.5933 -0.5172 2.1582
H 0.2667 -2.4092 4.3566
C 4.8894 -0.3086 0.0094
Cl 5.6520 -0.0426 -1.5667
Cl 4.1493 1.1827 0.5937
Cl 3.7059 -1.6013 -0.0643
H 5.6634 -0.5936 0.7088
C -3.2674 -8.3761 -0.4310
Cl -2.5670 -7.8643 -1.9604
Cl -4.3168 -7.1305 0.2308
Cl -4.1441 -9.9059 -0.6222
H -2.4609 -8.5327 0.2732
C 5.9084 4.2499 2.5304
Cl 6.7635 3.5021 1.1802
Cl 4.2107 4.5243 2.1202
Cl 6.0484 3.2693 3.9845
H 6.3632 5.2113 2.7246
C -2.5563 2.1244 -1.6807
Cl -2.9359 0.5694 -2.4124
Cl -1.4172 1.9447 -0.3516
Cl -1.9370 3.2486 -2.8993
H -3.4652 2.5450 -1.2780
C 4.6350 5.1060 -1.5639
Cl 6.1820 5.6192 -2.2453
Cl 3.5123 6.4705 -1.4929
Cl 3.9432 3.7869 -2.4976
H 4.8055 4.7590 -0.5535
C -6.7790 2.0233 -3.8094
Cl -7.0620 0.2941 -3.9939
Cl -5.9935 2.3683 -2.2693
Cl -5.8255 2.6535 -5.1523
H -7.7373 2.5237 -3.8139
C 3.3044 6.8460 -5.1440
Cl 4.8714 7.3224 -5.8016
Cl 2.1905 8.2146 -5.1202
Cl 2.6254 5.4948 -6.0470
H 3.4543 6.5277 -4.1218
*
```

Energy in hartree: -11304.61880
Frontier orbital gap in hartree: 0.247
Max |F| in eV/Å: 1.51
HOMO in eV: -5.15
E_LUMO in eV: 1.58